13
Properties=species:S:1:pos:R:3 method="wB97M-V/def2-TZVPD" largest_force_ha_per_bohr=0.0518 e_tot_ev=-16577.240 relative_energy_ev=0.589 total_charge=-1 e_homo_ev=-2.599 mol_weight_g_mol=94.16
C 0.28328 -0.02634 -1.04344
C -0.64248 -1.19512 -0.77469
S -1.00553 -1.32353 1.08888
N 1.57401 -0.04112 -0.36706
H -0.24093 0.84174 -0.65410
H 0.44486 0.14511 -2.12293
H -0.29013 -2.20753 -0.88057
H -1.58429 -0.98594 -1.22659
H 1.68582 -0.89216 0.16362
H 1.65705 0.75432 0.24440
H -1.21334 1.34749 2.28896
H 0.04296 1.55245 1.45802
O -0.71130 2.03063 1.82551

34
Properties=species:S:1:pos:R:3 method="wB97M-V/def2-TZVPD" largest_force_ha_per_bohr=0.1438 e_tot_ev=-55780.973 relative_energy_ev=0.354 total_charge=+2 e_homo_ev="-15.271 / -15.173" mol_weight_g_mol=688.96
I -2.00658 0.28890 -2.06221
I 1.67498 0.63447 -2.74161
Bi 0.29002 -0.15633 -0.02568
P 0.02854 -2.81282 -0.45904
C -0.61227 -3.42109 1.10095
C -1.38330 -3.36208 -1.44549
H -1.38020 -4.47895 -1.44683
H 1.45984 -4.56581 -1.26288
H -1.28596 -2.94099 -2.47510
H 1.94773 -2.96059 -1.83768
H -1.64380 -3.04303 1.24136
H -2.29872 -2.99269 -0.93504
C 1.61185 -3.52966 -0.95750
H -0.63421 -4.51963 0.99604
H 2.35813 -3.48744 -0.15785
H 0.03167 -3.10337 1.96142
P -0.19126 2.75757 -0.39407
C -0.39416 3.66495 1.18393
C 1.21876 3.69619 -1.08329
H -1.32574 3.22277 -2.46160
H -1.28595 4.70738 -1.45292
H -2.46574 3.37501 -1.13625
C -1.44601 3.60807 -1.43427
H 1.48066 3.19318 -2.03137
H 0.97497 4.74894 -1.31078
H -0.37310 4.75747 1.07685
H 0.40019 3.36365 1.86828
H 2.10070 3.64815 -0.44250
H -1.34233 3.36484 1.63554
C 0.20538 0.88273 3.25239
O -0.23139 0.60357 4.27053
O 1.04613 -2.69624 3.22994
N 1.31494 -1.44468 3.25966
O 2.15623 -1.00246 2.47706

30
Properties=species:S:1:pos:R:3 method="wB97M-V/def2-TZVPD" largest_force_ha_per_bohr=0.0269 e_tot_ev=-156846.016 relative_energy_ev=0.382 e_homo_ev="-9.709 / -9.703" mol_weight_g_mol=627.76 spin_multiplicity=2
Cd 0.19260 -1.06853 -0.72193
Cl 2.24768 1.06125 -2.05120
C 2.70147 0.69898 -0.44089
C 2.01023 -0.33337 0.16480
C 2.30663 -0.68617 1.46672
Cl 1.34984 -1.94211 2.13936
C 3.30389 -0.02367 2.18458
Cl 3.65305 -0.46972 3.79894
C 3.98675 1.02950 1.56663
Cl 5.16494 1.89917 2.45002
C 3.69737 1.39625 0.24507
Cl 4.53168 2.69377 -0.50122
C -3.00802 2.36298 0.84875
C -2.74732 1.25777 1.63818
C -1.82360 0.30115 1.22195
C -1.19133 0.50006 0.01836
C -1.44030 1.57830 -0.79738
C -2.36774 2.52428 -0.36684
H -3.71134 3.11203 1.18517
H -3.25338 1.12560 2.58329
H -1.62868 -0.56536 1.84412
H -0.95103 1.71379 -1.75610
H -2.57405 3.37864 -0.99318
F 0.14687 -2.52446 -2.66396
As -1.54437 -3.13838 -2.28975
F -1.98044 -2.94585 -3.94079
F -1.96712 -1.40025 -2.00600
F -3.12053 -3.60238 -1.77047
F -0.98748 -3.17835 -0.53747
F -0.99624 -4.75489 -2.51876

57
Properties=species:S:1:pos:R:3 method="wB97M-V/def2-TZVPD" largest_force_ha_per_bohr=0.1093 e_tot_ev=-45897.429 e_homo_ev="-4.504 / -7.719" mol_weight_g_mol=564.77 spin_multiplicity=5
Os 0.09719 0.23768 -0.43934
Si 2.35605 0.44433 -1.31186
P -0.56501 0.56938 -2.69298
N -0.43976 -1.42166 -0.70354
H 1.69353 0.26147 -0.01544
C -2.35076 0.61790 -3.22033
H -2.45886 0.54309 -4.32143
H -2.81537 1.55280 -2.87191
H -2.88166 -0.23318 -2.76715
C 0.04283 2.05317 -3.61419
H -0.33027 2.05360 -4.65541
H 1.14163 2.04435 -3.63472
H -0.30903 2.96693 -3.11135
C -0.05572 -0.80182 -3.85355
H -0.24843 -0.52579 -4.90745
H -0.62896 -1.71196 -3.61494
H 1.01463 -1.01164 -3.72671
C 3.01659 2.14291 -0.84724
H 2.70989 2.48490 0.15536
H 2.70976 2.86747 -1.61446
H 4.09711 1.93556 -0.86290
H 2.96577 -0.62750 -0.45059
H 2.40634 0.14581 -2.74815
C -0.39161 -2.73803 -0.82397
C -1.49503 -4.96845 -0.78774
C -1.52356 -3.58317 -0.54531
C 0.79620 -3.40481 -1.28625
C 0.83051 -4.77826 -1.53992
C -0.32084 -5.55541 -1.29312
H -2.39110 -5.59253 -0.58142
H -2.41828 -3.09446 -0.16309
H 1.68919 -2.78826 -1.45993
H 1.75382 -5.26342 -1.92958
H -0.29529 -6.63798 -1.49311
C -1.99366 3.23548 -0.15002
O -1.90700 2.04630 -0.63611
C -2.50843 3.24974 1.30379
H -2.38525 4.21738 1.77957
H -1.86979 2.48174 1.81316
H -3.56758 2.91119 1.35154
C -0.96381 4.26181 -0.62444
H -1.27414 4.81244 -1.51958
H -0.06712 3.67042 -0.87133
H -0.72049 4.95479 0.18905
N 0.38027 0.02474 1.42734
C 0.53079 -0.23978 2.55430
C 0.68413 -0.30711 3.93875
C -0.46589 -0.17204 4.74024
C -0.35297 -0.20432 6.12996
C 0.90424 -0.37017 6.72437
C 2.05258 -0.50883 5.93584
C 1.95310 -0.47507 4.54412
H -1.43221 -0.04749 4.24424
H -1.25436 -0.10327 6.73408
H 0.98359 -0.39428 7.81222
H 3.03301 -0.64794 6.40016
H 2.83953 -0.57876 3.91246

83
Properties=species:S:1:pos:R:3 method="wB97M-V/def2-TZVPD" largest_force_ha_per_bohr=0.0985 e_tot_ev=-56404.773 relative_energy_ev=3.798 total_charge=+2 e_homo_ev="-13.568 / -13.567" mol_weight_g_mol=806.41 spin_multiplicity=2
Ba -0.01309 -0.12896 0.09300
C 0.43951 3.58259 0.99428
C 1.81099 2.92938 1.05863
O 1.72885 1.55809 1.43896
C 1.76187 1.26986 2.82896
C 0.39776 1.36251 3.49062
O -0.56728 0.60525 2.74155
C -1.90888 1.02042 3.00541
C -2.83552 0.48962 1.91879
O -2.30869 0.67402 0.60404
C -2.63295 1.89362 -0.08946
C -1.80901 3.06848 0.39677
O -0.46092 2.62954 0.43841
H 0.48684 4.47877 0.36866
H 0.07860 3.88584 1.98170
H 2.45566 3.48080 1.74535
H 2.27341 2.93087 0.07532
H 2.44657 1.94393 3.35054
H 2.15697 0.26149 2.90519
H 0.06343 2.40109 3.53608
H 0.46034 0.98879 4.51639
H -1.94526 2.11125 3.04072
H -2.25105 0.64795 3.97635
H -3.82147 0.95000 2.01669
H -2.96683 -0.58600 2.04256
H -3.70080 2.10151 -0.00628
H -2.37866 1.70564 -1.13184
H -2.12128 3.41817 1.38542
H -1.93396 3.90109 -0.30261
C -3.72950 -0.49058 -2.10627
C -2.51557 -1.36073 -2.10175
C -2.45746 -2.71768 -2.48388
C -1.12733 -3.05146 -2.43363
N -0.43511 -1.95872 -2.02131
N -1.28683 -0.92281 -1.79371
B 1.14965 -1.88149 -1.88495
N 1.68102 -0.47355 -2.25266
C 2.44579 -0.25778 -3.35688
C 2.49396 1.08480 -3.60337
C 1.70175 1.67011 -2.60427
C 1.35357 3.11681 -2.46230
N 1.22316 0.74007 -1.78564
N 1.47974 -2.44084 -0.42548
C 1.53486 -3.76635 -0.17003
C 1.67668 -3.94159 1.18905
C 1.71846 -2.63949 1.72251
C 1.96173 -2.27519 3.15202
N 1.55853 -1.74076 0.74193
N 1.78216 -2.86199 -2.84219
C 3.04959 -3.36250 -2.78625
C 3.29708 -3.99704 -3.96972
C 2.11368 -3.82677 -4.72962
C 1.82225 -4.33053 -6.10983
N 1.21326 -3.13496 -4.05486
H -4.53710 -0.99979 -2.62758
H -3.53501 0.44507 -2.62944
H -4.07425 -0.25993 -1.09769
H -3.27466 -3.33673 -2.81832
H -0.62226 -3.95762 -2.72107
H 2.89190 -1.07011 -3.90482
H 3.01567 1.57839 -4.40664
H 0.99440 3.50260 -3.41661
H 2.22579 3.71336 -2.18737
H 0.57187 3.25901 -1.71967
H 1.49657 -4.49389 -0.96360
H 1.79975 -4.87342 1.71815
H 1.97014 -3.17503 3.76463
H 1.19943 -1.60182 3.54749
H 2.93472 -1.79572 3.26438
H 3.68457 -3.20448 -1.92779
H 4.19948 -4.50739 -4.26507
H 2.72631 -4.71325 -6.57873
H 1.41829 -3.53565 -6.73473
H 1.08977 -5.13753 -6.08462
C -2.25439 -4.72119 0.59594
Te -1.48877 -2.75994 0.71740
C -1.51924 -2.80782 2.83095
H -3.21534 -4.74504 1.10952
H -1.54669 -5.38710 1.08870
H -2.37120 -4.98064 -0.45242
H -0.84455 -3.59898 3.15257
H -2.53529 -3.03014 3.15635
H -1.18970 -1.84558 3.21614

8
Properties=species:S:1:pos:R:3 method="wB97M-V/def2-TZVPD" largest_force_ha_per_bohr=0.0815 e_tot_ev=-40033.370 relative_energy_ev=0.398 e_homo_ev=-10.511 smiles="O=C(S)C(Cl)Cl" mol_weight_g_mol=145.01
C 0.05380 0.53316 0.13218
C 0.25022 -0.92062 0.01658
H -0.93196 2.49645 0.09795
H -0.36372 -1.42355 0.75507
O 0.73301 0.95602 1.07011
S -1.13487 1.42820 -0.73022
Cl 1.95614 -1.50134 0.14201
Cl -0.56260 -1.56832 -1.48368

17
Properties=species:S:1:pos:R:3 method="wB97M-V/def2-TZVPD" largest_force_ha_per_bohr=0.1098 e_tot_ev=-20606.931 relative_energy_ev=3.192 e_homo_ev=-8.097 mol_weight_g_mol=135.19
C 0.08700 1.79655 -1.09675
C -0.43041 1.10440 0.05712
C -0.36540 -0.46014 -0.18372
H -0.34883 1.48296 -2.08922
H -0.34265 2.94390 -1.09453
H 1.19142 1.85440 -1.25454
H -1.55818 1.21549 0.04109
H 1.12434 1.65715 1.15851
H -1.39445 -2.20963 -0.20833
H -3.18808 -0.88063 1.14810
H -3.48105 -0.62840 -0.43496
H 2.76615 -1.58332 0.65126
N -1.56286 -1.18199 -0.26719
N -2.71440 -0.51467 0.21747
N 0.60292 -1.29059 -0.18072
O 0.04825 1.52497 1.32290
S 2.17616 -0.61162 0.02829

20
Properties=species:S:1:pos:R:3 method="wB97M-V/def2-TZVPD" largest_force_ha_per_bohr=0.0814 e_tot_ev=-21778.928 relative_energy_ev=5.355 e_homo_ev=-8.385 mol_weight_g_mol=149.22
C 1.91223 -1.48749 -0.45330
C 0.83967 -1.34893 0.57263
C 1.62407 -0.02405 -0.74970
C -0.76868 2.02403 -0.67110
C -0.73713 0.67544 0.09520
N 0.35652 -0.08395 0.03628
O -2.44676 -1.26249 0.67528
O -2.25221 0.10422 -1.45035
S -2.50050 0.03501 0.05575
H 2.89097 -1.74119 0.05245
H 1.84939 -2.16607 -1.42362
H 0.01156 -2.05888 0.63059
H 1.30453 -1.34206 1.51799
H 2.35850 0.76280 -0.51536
H 1.30791 0.06273 -1.77481
H -1.75165 2.54853 -0.43596
H -0.70314 1.74108 -1.67123
H 0.00352 2.57169 -0.27983
H -1.72297 0.24997 2.57960
H -1.57585 0.73959 3.20949

14
Properties=species:S:1:pos:R:3 method="wB97M-V/def2-TZVPD" largest_force_ha_per_bohr=0.1617 e_tot_ev=-11316.211 relative_energy_ev=4.831 e_homo_ev=-9.743 smiles="O=C1N=CC=N1.CO" mol_weight_g_mol=114.10
C -0.78981 -1.16552 1.23744
C 0.26980 0.43758 2.43960
C 0.98501 0.26004 1.30585
C 0.97139 1.37365 -4.01900
H 0.49603 1.05427 3.31206
H 1.96823 0.58971 1.02140
H 0.22415 1.52849 -4.80486
H 1.62066 0.52073 -4.29201
H 1.60318 2.27159 -3.95796
H 0.79665 0.80790 -2.11065
N -0.93922 -0.21695 2.26440
N 0.22644 -0.47864 0.43024
O -1.53518 -2.04873 1.10875
O 0.24295 1.13147 -2.83547